The following is a DFT calculation (ωB97M-V/def2-TZVPD) of C4H2F12KO13S4 as an isolated structure in a non-equilibrium geometry.

Properties
Multiplicity ... 1
Charge ... -3
Kohn-Sham gap ... 6.81 eV
Calculated total energy ... -4523.04840 Ha

Atoms and positions in Å:
1 K -0.05643 -0.03788 0.67444
2 C 0.95033 -0.01701 -3.84384
3 F 1.21161 -1.17286 -3.23814
4 F 1.91937 0.85198 -3.50036
5 F 1.07504 -0.22192 -5.18087
6 S -0.72404 0.63361 -3.42215
7 O -0.69618 1.95850 -4.01940
8 O -1.56636 -0.32013 -4.10150
9 O -0.74851 0.62550 -1.97768
10 C 3.99624 1.57635 1.55099
11 F 3.88849 2.78602 2.12911
12 F 5.31737 1.32769 1.39203
13 F 3.54243 0.67074 2.45278
14 S 3.09736 1.46512 -0.05191
15 O 1.79645 2.06381 0.17086
16 O 3.97429 2.24148 -0.90257
17 O 3.03551 0.04611 -0.31618
18 C -2.02406 -4.44960 0.05030
19 F -1.42219 -4.41122 1.27781
20 F -1.67187 -5.63597 -0.48545
21 F -3.34422 -4.51022 0.29061
22 S -1.56529 -2.99851 -1.00173
23 O -0.13071 -3.07032 -1.13196
24 O -2.29158 -3.31081 -2.19821
25 O -2.05497 -1.91115 -0.19274
26 C -2.06665 3.34426 3.15183
27 F -1.38479 4.47682 2.90842
28 F -1.22739 2.52263 3.82861
29 F -3.05545 3.66322 4.01602
30 S -2.72297 2.53049 1.63040
31 O -1.58642 2.37575 0.75411
32 O -3.25742 1.29091 2.16972
33 O -3.74646 3.46494 1.19477
34 O 1.32164 -2.43869 1.65954
35 H 1.66388 -2.38600 2.55710
36 H 0.55392 -3.02366 1.70523


The following is a DFT calculation (ωB97M-V/def2-TZVPD) of one molecule with the formula C4H2F2 in a non-equilibrium geometry.

Properties
Multiplicity ... 1
Charge ... 0
Kohn-Sham gap ... 8.07 eV
Calculated total energy ... -353.04922 Ha

Atoms and positions in Å:
1 C 0.70971 2.41757 -0.07730
2 C 0.05478 0.89520 0.12244
3 C -0.90730 -0.21065 -0.02628
4 C 0.57072 -0.50000 0.05228
5 F 1.15443 -1.01922 -1.04408
6 F 1.20845 -0.96773 1.12524
7 H -1.53585 -0.61608 0.87007
8 H -1.25494 0.00091 -1.02236


The following is a DFT calculation (ωB97M-V/def2-TZVPD) of one molecule with the formula C4H2F2O in a non-equilibrium geometry.

Properties
Multiplicity ... 1
Charge ... 0
Kohn-Sham gap ... 9.28 eV
Calculated total energy ... -428.49448 Ha

Atoms and positions in Å:
1 O 0.98845 -0.19464 2.04598
2 C 0.10198 -0.27030 1.32215
3 C -1.03754 -0.10264 0.67716
4 C -0.50486 0.35459 -0.63913
5 C 0.67313 -0.20547 -0.93232
6 F 1.43131 0.33713 -1.90840
7 F 1.28118 -1.23879 -0.38757
8 H -2.00017 0.09077 0.99032
9 H -0.93348 1.22936 -1.16819


The following is a DFT calculation (ωB97M-V/def2-TZVPD) of one molecule with the formula C4H2F2O in a non-equilibrium geometry.

Properties
Multiplicity ... 1
Charge ... 0
Kohn-Sham gap (spin up / spin down) ... 7.58 / 7.58 eV
Calculated total energy ... -428.38460 Ha

Atoms and positions in Å:
1 C -0.37980 -0.04662 0.90382
2 C -0.10229 0.10487 -0.29580
3 C 1.60244 0.85861 -0.25216
4 C 2.30467 -0.20866 0.12256
5 O 1.58147 2.08379 -0.20891
6 F 3.67451 -0.09898 -0.00434
7 F 1.97130 -1.49855 0.10665
8 H -0.86582 -0.15045 1.79033
9 H -0.38794 -0.08509 -1.28204


The following is a DFT calculation (ωB97M-V/def2-TZVPD) of a 2-piece molecular cluster, C4H2F2O overall in a non-equilibrium geometry.

Properties
Multiplicity ... 3
Charge ... 0
Kohn-Sham gap (spin up / spin down) ... 7.50 / 8.03 eV
Calculated total energy ... -428.26625 Ha

Atoms and positions in Å:
1 C -1.71982 1.05779 -0.99581
2 C -0.72058 0.77685 -0.02629
3 C -1.89994 -0.15396 -0.27589
4 C 0.51324 0.83440 0.27674
5 O 1.54477 1.40905 0.64485
6 F -2.65389 -0.21800 0.89667
7 F 1.31788 -0.75966 -0.30878
8 H -1.81351 -1.18468 -0.56407
9 H 2.21405 0.71046 0.73939


The following is a DFT calculation (ωB97M-V/def2-TZVPD) of C4H2GdO2 as an isolated structure in a non-equilibrium geometry.

Properties
Multiplicity ... 9
Charge ... +2
Kohn-Sham gap (spin up / spin down) ... 4.84 / 8.56 eV
Calculated total energy ... -1068.85083 Ha

Atoms and positions in Å:
1 O 1.75403 0.30927 -0.24291
2 H 2.43633 -0.02253 0.35688
3 C 0.14222 -1.70683 1.00405
4 C 0.13895 -0.44336 1.15241
5 C 0.41639 0.60909 0.26969
6 C -0.66858 0.99276 -0.58692
7 O -1.67560 0.24799 -0.74240
8 Gd -2.04851 -1.80416 0.08321
9 H -0.49523 1.81777 -1.29399


The following is a DFT calculation (ωB97M-V/def2-TZVPD) of a 2-piece molecular cluster, C4H2INO2 overall in a non-equilibrium geometry.

Properties
Multiplicity ... 1
Charge ... 0
Kohn-Sham gap ... 8.41 eV
Calculated total energy ... -656.43731 Ha

Atoms and positions in Å:
1 C -0.73507 -1.06523 -0.04579
2 C -2.98857 1.55607 0.32641
3 C 0.11674 -0.15535 -0.02137
4 C 1.10273 0.68176 0.07200
5 N -1.57498 -1.94102 -0.00643
6 O 0.90026 2.00807 0.24837
7 O -2.24290 1.24008 -0.41773
8 I 3.18171 0.03860 -0.03675
9 H -1.41951 -2.70370 -0.59700
10 H 1.74739 2.47014 0.49644


The following is a DFT calculation (ωB97M-V/def2-TZVPD) of an isolated ion of composition C4H2IO3 and charge -1 in a non-equilibrium geometry.

Properties
Multiplicity ... 1
Charge ... -1
Kohn-Sham gap ... 8.00 eV
Calculated total energy ... -677.06889 Ha

Atoms and positions in Å:
1 O 1.47072 2.18049 0.95391
2 C 0.71280 1.24084 0.85665
3 C 0.98048 -0.05661 0.34143
4 I 3.12068 -0.26646 -0.21188
5 C 0.09695 -1.02812 0.47558
6 C -1.34664 -0.64771 0.21349
7 O -2.02681 0.05685 0.96910
8 O -1.52749 -1.25511 -0.85096
9 H -0.42925 1.26044 1.13845
10 H 0.34422 -2.15626 0.32260


The following is a DFT calculation (ωB97M-V/def2-TZVPD) of an isolated ion of composition C4H2IOS and charge -1 in a non-equilibrium geometry.

Properties
Multiplicity ... 1
Charge ... -1
Kohn-Sham gap ... 6.44 eV
Calculated total energy ... -924.65017 Ha

Atoms and positions in Å:
1 C 1.39088 -0.31379 -0.08057
2 C -0.56542 1.10006 0.08111
3 C 0.89765 -1.52039 -0.03629
4 C -1.44752 0.13404 -0.07352
5 O 0.82244 0.92528 0.02547
6 S 0.64687 -3.08461 0.04285
7 I -3.50266 0.78943 0.00940
8 H 2.46515 -0.19644 -0.22662
9 H -0.70738 2.16643 0.25816


The following is a DFT calculation (ωB97M-V/def2-TZVPD) of C4H2IrO2 as an isolated structure in a non-equilibrium geometry.

Properties
Multiplicity ... 5
Charge ... +3
Kohn-Sham gap (spin up / spin down) ... 9.37 / 7.85 eV
Calculated total energy ... -406.65969 Ha

Atoms and positions in Å:
1 H 2.97459 0.06816 -0.14321
2 O 2.65293 -1.77816 0.84292
3 C 2.35880 -0.65779 0.55846
4 C 1.13789 -0.24541 -0.10967
5 C -0.01216 0.19144 -0.11058
6 C -1.35249 0.60967 -0.00134
7 O -2.22163 0.26922 -0.81494
8 Ir -3.92017 0.37921 -1.13568
9 H -1.61776 1.16366 0.91406


The following is a DFT calculation (ωB97M-V/def2-TZVPD) of one molecule with the formula C4H2N2S in a non-equilibrium geometry.

Properties
Multiplicity ... 1
Charge ... 0
Kohn-Sham gap ... 7.47 eV
Calculated total energy ... -661.11029 Ha

Atoms and positions in Å:
1 C -1.54700 0.62192 -0.93128
2 C 0.74049 -1.11638 0.07887
3 C -1.28952 -0.65913 -0.64399
4 C 0.03565 1.10456 0.53485
5 N -0.27352 -1.48851 -0.54663
6 N 0.72596 0.14722 0.56366
7 S -2.59626 0.25815 0.49564
8 H -1.42108 1.22410 -1.75366
9 H 1.62960 -1.86998 0.25948


The following is a DFT calculation (ωB97M-V/def2-TZVPD) of C4H2N2S2 as an isolated structure in a non-equilibrium geometry.

Properties
Multiplicity ... 1
Charge ... 0
Kohn-Sham gap ... 9.78 eV
Calculated total energy ... -1059.41990 Ha

Atoms and positions in Å:
1 C -0.64265 -2.65922 -0.19311
2 C 0.59726 2.39450 0.99029
3 C -0.11884 0.20201 -0.84578
4 C 0.17909 -0.13201 0.37981
5 N -1.15320 -3.40736 -0.88670
6 N 0.62663 3.46535 0.59329
7 S 0.06750 -1.77924 1.12659
8 S 0.54987 0.86834 1.76647
9 H 0.02757 1.34870 -1.14252
10 H -0.13323 -0.30108 -1.78834